(1)
Density functional theory data (ωB97M-V/def2-TZVPD) for 12 unconnected molecules or ions with the total composition C4H31NO13.

```
49
Properties=species:S:1:pos:R:3:forces:R:3:nbo_charge:R:1
O 1.2910 0.6353 1.1905 1.19 0.46 -0.89 -0.765
O -1.0937 -2.1232 -1.8104 -2.04 -0.21 -0.35 -0.999
O -2.5548 2.0125 1.4543 1.12 1.20 -0.32 -0.978
O -0.7177 -2.5979 3.0960 -0.29 0.86 -1.53 -0.963
O 1.2528 0.8933 -2.2457 0.13 -0.66 0.22 -1.018
O -2.5899 -0.6830 1.6674 0.54 -0.57 -0.30 -0.989
O -0.3973 3.4829 0.8035 0.39 0.01 -0.58 -0.254
O -3.2960 -0.8045 -2.2904 0.28 1.35 -0.20 -0.929
O 0.6908 0.0860 3.8983 0.82 0.78 -0.46 -0.939
O -0.2970 -0.4148 -3.9718 -0.53 0.26 0.09 -0.977
O 2.1234 -1.5745 -3.0531 0.55 -1.04 2.29 -0.992
O 1.1198 -1.8089 -0.6003 1.71 1.42 0.72 -0.983
O -1.0131 -3.9825 0.4729 -1.15 1.92 -0.08 -0.978
N -0.6905 1.6498 -0.5315 1.13 1.71 1.79 -0.692
C 1.6138 2.6867 -0.1185 0.23 1.04 -0.04 -0.513
C 0.1083 2.6664 0.0333 -1.33 -1.70 -0.21 0.715
C 2.6993 2.3747 2.1432 0.12 -1.18 -1.04 -0.630
C 2.2584 1.6639 0.8269 -0.50 -0.34 2.19 0.110
H 1.8770 -1.9547 -2.1160 0.16 0.79 -1.96 0.514
H 2.0234 3.6930 0.1056 -0.46 -0.52 -0.23 0.262
H 1.8313 2.4024 -1.1339 -0.24 0.08 -0.68 0.333
H -0.3795 -2.2794 -2.4242 0.21 -0.04 -0.31 0.487
H -1.1455 -4.6913 -0.1537 0.01 -0.28 -0.28 0.488
H -1.9694 -2.1023 -2.3082 1.64 -0.02 0.84 0.494
H 3.1370 1.3420 0.2298 -0.55 -0.67 0.41 0.232
H -1.9014 2.7624 1.4165 -1.13 -0.83 0.39 0.491
H -1.1271 -0.9101 -4.0116 0.61 -0.05 -0.56 0.478
H 1.6631 -1.1838 -0.0434 -1.04 -1.03 -0.59 0.500
H 3.4391 1.8435 2.7864 -0.37 0.27 -0.90 0.255
H -3.2041 2.2897 2.0927 -0.63 0.15 0.42 0.515
H -3.4337 -1.0460 1.9436 -0.20 0.18 0.02 0.491
H 1.0938 0.7245 2.1530 0.34 -0.31 -0.22 0.511
H -2.8157 -0.1296 -2.8239 -0.65 -0.61 0.35 0.473
H 0.7236 -0.7210 3.3802 -0.41 -0.79 0.24 0.499
H -0.4152 -3.3635 2.5951 0.14 -0.46 0.26 0.487
H 3.0704 3.3134 1.7457 0.13 0.44 1.10 0.217
H 0.2949 -0.6417 -4.7012 -0.43 -0.21 0.06 0.505
H 0.5364 -2.2897 -0.0174 -0.36 -0.50 0.28 0.515
H 0.3292 0.9406 -2.5263 0.38 -0.16 -0.62 0.489
H 1.5414 -0.0169 -2.5452 -0.12 0.74 -0.02 0.524
H -0.1054 0.8250 -0.6964 -0.09 -0.19 -0.23 0.471
H -1.6397 -3.2547 0.1543 1.33 -1.53 0.40 0.493
H -3.1767 -0.4537 -1.3889 -0.17 -0.47 -0.31 0.477
H -1.5792 1.5106 -0.0014 0.75 0.04 -0.80 0.434
H -1.1638 -2.1205 2.3484 0.18 -0.18 1.22 0.476
H 1.7791 2.3802 2.7256 0.08 1.01 0.28 0.214
H -2.6776 0.2459 1.4275 -0.29 -0.09 0.35 0.487
H 3.0957 -1.6733 -3.0326 -0.56 0.10 -0.37 0.483
H -0.2091 0.3969 3.8554 -0.66 -0.20 0.19 0.478
```
Forces are in eV/Å.

Values from the calculation:
ΔE to the lowest compared entry with this formula, charge and spin: 4.0 kcal per mole
Net charge: +1
2S+1: 2
Orbital gap (spin up / spin down): 9.9 / 4.7 eV
E_LUMO (spin up / spin down): -3.7 / -8.9 eV
Molar mass: 301.29 g/mol
⟨S²⟩: 0.759

***

(2)
Density functional theory data (ωB97M-V/def2-TZVPD) for 17 unconnected molecules or ions with the total composition C4H32BO24.

```
61
Properties=species:S:1:pos:R:3:forces:R:3:nbo_charge:R:1
O 1.2415 2.5693 5.3200 0.01 -0.11 0.01 -0.956
O -4.4098 0.1403 -3.1298 -0.22 0.02 -0.15 -0.950
O 4.9457 3.0989 4.0599 0.00 -0.11 -0.01 -0.942
O -5.0417 -1.1257 1.2510 0.02 0.05 0.03 -0.949
O -1.2767 3.7306 0.7924 -0.20 0.07 0.08 -0.936
O 2.5949 5.4029 0.1872 0.13 -0.02 0.07 -0.949
O 2.6684 -2.5716 0.1921 -0.08 0.53 -0.04 -0.954
O -1.2870 -2.5364 0.7646 -0.17 -0.05 -0.18 -0.564
O -0.6365 -4.3763 -1.8131 -0.13 0.03 -0.12 -0.981
O -2.6376 -0.5148 -0.7489 0.04 0.65 -0.10 -0.595
O 0.3323 -0.9845 0.9284 -0.07 0.44 -0.48 -0.662
O 5.5993 3.7299 -0.1475 0.08 0.04 0.17 -0.964
O 3.3821 2.1545 -0.0180 0.15 -0.66 -0.15 -0.586
O 1.7181 0.6437 -0.2216 0.08 0.07 -0.36 -0.674
O -2.8780 2.4141 -2.1528 -0.02 0.09 -0.14 -0.965
O 0.8220 -4.8344 0.5244 -0.06 -0.13 -0.19 -1.010
O 0.5058 1.3102 1.6566 -0.34 0.20 -0.31 -0.645
O -2.2408 -4.7469 2.0951 -0.20 -0.12 -0.17 -0.985
O 2.0043 -0.4035 -2.9781 0.05 -0.08 -0.21 -0.938
O 1.9451 2.8502 2.4403 0.01 0.03 -0.12 -0.570
O -2.7982 -2.7546 -2.4756 -0.42 0.30 -0.23 -0.973
O -0.7466 0.6801 -0.3596 0.09 0.22 -0.04 -0.677
O 0.6835 3.4069 -1.7892 -0.02 -0.18 0.04 -0.940
O -3.4550 -5.2290 -0.7828 -0.19 0.03 -0.16 -0.968
C -1.5360 -0.3748 -0.2970 -0.16 -0.58 -0.06 0.723
C 2.3801 1.6245 0.3610 -0.17 1.07 0.13 0.718
C -0.8232 -1.4717 0.5065 0.21 0.23 0.46 0.700
C 1.5822 2.0680 1.6088 0.30 -0.68 0.44 0.686
B 0.4492 0.4306 0.4713 0.12 -0.63 0.97 1.184
H -0.5757 3.2692 0.3275 0.09 0.13 -0.01 0.457
H 4.0489 2.8689 3.7884 -0.03 0.13 0.01 0.481
H 3.4121 4.8842 0.2140 -0.07 0.05 0.02 0.487
H -3.3995 1.6137 -2.0033 0.15 -0.11 -0.03 0.494
H -1.4413 -3.8145 -1.8641 0.26 -0.17 -0.02 0.515
H -0.8867 -5.1945 -2.2499 -0.04 0.04 -0.08 0.463
H 0.2537 2.5964 -1.4916 0.01 -0.12 -0.27 0.463
H 0.0444 3.8037 -2.3915 -0.07 0.02 0.07 0.480
H 2.6169 5.8390 -0.6686 -0.02 -0.06 -0.04 0.460
H 0.2952 -4.8397 -0.2991 0.14 0.25 0.34 0.491
H -4.4006 0.7570 -3.8695 0.05 0.01 0.02 0.476
H 1.3903 -4.0529 0.4237 -0.03 -0.24 0.06 0.489
H 5.5112 2.5157 3.5456 0.00 0.03 -0.03 0.461
H -4.4464 -1.5578 1.8717 0.00 -0.04 -0.04 0.469
H -3.5810 -3.3176 -2.5043 0.13 -0.14 0.24 0.486
H -2.1375 2.3299 -1.5462 -0.12 0.01 0.18 0.467
H -3.0574 -1.9795 -1.9486 0.20 -0.17 0.06 0.503
H 0.6591 1.8264 5.5016 0.00 0.01 0.00 0.461
H 5.0049 3.0473 0.2017 0.07 0.24 -0.18 0.495
H 2.7357 -0.2833 -2.3655 -0.07 0.10 0.09 0.468
H 1.3646 2.5538 4.3607 -0.05 0.17 -0.04 0.486
H -2.9626 -6.0484 -0.6871 0.01 0.01 0.10 0.467
H 5.6445 3.5427 -1.0889 -0.05 -0.04 -0.01 0.463
H -1.4845 -5.3431 2.0875 0.11 0.07 -0.02 0.480
H 1.7672 0.4925 -3.2380 -0.03 0.02 0.06 0.471
H -4.4010 -0.7323 -3.5362 0.12 -0.02 0.05 0.479
H -0.8288 4.4692 1.2183 0.05 -0.01 -0.03 0.477
H -4.4573 -0.6739 0.6310 0.01 -0.07 -0.05 0.481
H -1.9050 -3.9674 1.6277 0.18 -0.06 0.19 0.497
H 2.1001 -1.7814 0.2073 0.15 -0.42 0.11 0.489
H 3.2831 -2.4095 -0.5297 -0.02 -0.16 -0.04 0.470
H -3.2539 -4.7445 0.0298 0.05 -0.14 0.09 0.497
```
Forces are in eV/Å.

Values from the calculation:
ΔE to the lowest compared entry with this formula, charge and spin: 20.3 kcal per mole
Net charge: -1
Orbital gap: 10.0 eV
E_LUMO: 2.0 eV
Molar mass: 475.09 g/mol

***

(3)
Density functional theory data (ωB97M-V/def2-TZVPD) for 12 unconnected molecules or ions with the total composition C4H32N2O12.

```
50
Properties=species:S:1:pos:R:3:forces:R:3:nbo_charge:R:1
O -1.8258 -0.0971 -1.7565 0.49 -0.51 0.49 -0.980
O -2.0167 2.2774 -0.7029 -0.46 0.30 0.63 -0.959
O -3.8393 0.1338 2.4292 -0.60 -0.06 0.16 -0.976
O 0.4420 -2.5590 3.2505 -0.22 0.12 0.53 -0.951
O 1.1222 -2.8087 -2.7613 0.56 -0.24 -0.69 -0.949
O -0.1184 2.6381 -3.3638 0.73 0.44 -0.65 -0.931
O 0.7626 -0.7101 -0.3463 0.47 -0.33 0.17 -0.653
O -0.7469 1.3433 1.3207 -0.01 0.72 0.34 -0.989
O -1.6050 -1.4351 1.7481 -0.13 -0.38 0.72 -1.007
O 0.6945 2.0769 3.7208 -0.09 -0.36 -0.07 -0.952
O -1.4608 -2.5606 -0.7438 -0.38 -0.11 -0.35 -0.997
O -4.0080 -1.5592 -0.0259 -0.64 0.34 -2.71 -1.006
N 3.7267 -0.6698 0.3120 -0.07 -0.17 0.06 -0.848
N 1.6838 0.9712 -1.6223 0.48 0.35 1.68 -0.649
C 2.8757 1.4397 -0.7835 -1.09 -1.12 -1.42 -0.039
C 0.9426 -0.1443 -1.4012 0.31 1.44 -0.81 0.544
C 3.8532 0.2554 -0.8311 0.63 0.30 1.11 -0.232
C 2.5088 2.0965 0.5412 -0.83 0.98 -1.54 -0.621
H -3.1920 -0.5668 2.6054 0.16 0.31 -0.43 0.499
H -0.4678 0.7260 2.0024 -0.01 -0.41 -0.32 0.507
H -1.0983 2.2599 -0.9698 0.29 0.09 -0.22 0.452
H 1.1697 2.7436 4.2157 0.04 0.19 0.11 0.475
H -1.9287 -3.0826 -1.4056 -0.03 -0.21 0.19 0.467
H -3.3722 0.9709 2.4408 0.28 -0.07 0.03 0.471
H -0.8422 0.8637 0.4915 0.54 -1.05 0.40 0.496
H 3.7547 -0.3145 -1.7544 -0.01 0.48 -0.36 0.183
H 4.1321 -1.5550 0.0257 0.28 0.08 0.16 0.350
H -3.6198 -2.2916 0.4268 0.02 0.28 1.33 0.492
H -1.5670 -2.2198 1.1747 0.17 0.38 -0.16 0.498
H 0.5887 -3.2549 2.6153 0.16 -0.31 -0.34 0.480
H -1.9274 1.9980 0.2356 -0.57 0.71 -0.50 0.493
H 0.0600 3.1667 -2.5874 -0.02 0.32 0.22 0.470
H -0.1056 2.4964 3.3908 0.07 0.16 -0.06 0.479
H 4.8575 0.6879 -0.7689 0.08 -0.20 -0.17 0.190
H 3.2016 2.2530 -1.4388 0.63 -0.20 0.20 0.199
H -0.7376 1.9840 -3.0786 -0.79 -0.62 0.31 0.469
H 2.0300 1.4753 1.2800 0.34 -0.15 0.33 0.247
H 0.5226 -0.4261 -2.3717 -0.47 -0.46 0.12 0.099
H -1.1111 -1.7003 2.5449 0.13 0.00 -0.36 0.495
H 1.6178 1.4187 -2.5197 -0.13 -0.32 -0.28 0.414
H -2.6103 0.4322 -1.5822 0.00 0.26 -0.66 0.523
H 1.7548 2.8175 0.1826 -0.23 -0.18 0.52 0.205
H -1.5702 -0.2074 -2.6720 -0.74 0.23 -0.26 0.479
H 1.4360 -2.7470 -1.8557 -0.49 0.10 0.19 0.482
H 1.2680 -2.0774 3.3108 0.21 0.14 -0.03 0.486
H 2.7574 -0.9113 0.4876 -0.18 0.33 -0.12 0.373
H 3.2890 2.7861 0.8598 0.37 -0.64 0.51 0.220
H -4.3328 -0.7674 0.4018 0.40 -0.53 1.38 0.514
H -1.8867 -1.6771 -0.8525 0.48 -0.33 0.05 0.520
H 0.2000 -2.5499 -2.7832 -0.09 -0.08 0.57 0.472
```
Forces are in eV/Å.

Values from the calculation:
SMILES: C[C@@H](CN)NC=O.O.O.O.O.O.O.O.O.O.O.O
ΔE to the lowest compared entry with this formula, charge and spin: 91.3 kcal per mole
Net charge: 0
Orbital gap: 9.4 eV
E_LUMO: 0.1 eV
Molar mass: 300.30 g/mol